No. 1
121
Properties=species:S:1:pos:R:3:forces:R:3:mulliken_charge:R:1 method="wB97M-V/def2-TZVPD" mol_weight_da=1024.95 charge=0 total_energy_ev=-130037.511 smiles="CCOS(C)(=O)=O.CCOS(C)(=O)=O.CCOS(C)(=O)=O.O=C1OCCO1.O=C1OCCO1.O=C1OCCO1.O=C1OCCO1.O=C1OCCO1.O=C1OCCO1.O=C1OCCO1.O.O"
C 9.4520 -1.0551 4.2502 0.23 -0.08 -1.31 -0.982
C 9.9336 -0.6524 2.7937 0.93 0.79 1.59 -0.361
O 8.9728 -0.5406 1.7743 -2.82 0.44 -1.10 -0.285
S 7.5898 0.3251 2.0910 -0.51 -4.32 -0.13 1.066
C 6.9722 0.4944 0.3771 0.47 -0.53 0.25 -0.879
O 6.7453 -0.6055 2.8370 0.53 1.37 -1.32 -0.576
O 7.9104 1.5482 2.6938 0.57 2.00 0.38 -0.567
H 10.2724 -1.0394 4.9677 0.22 0.30 -0.27 0.357
H 9.1040 -2.0880 4.2502 -0.22 0.06 -0.15 0.279
H 8.6522 -0.4153 4.6232 0.13 0.00 -0.14 0.342
H 10.4099 0.3263 2.7347 0.33 0.11 0.94 0.323
H 10.6838 -1.3334 2.3917 -0.25 -0.32 0.17 0.311
H 6.9794 -0.5085 -0.0498 0.15 -0.03 0.15 0.313
H 7.6123 1.1381 -0.2262 0.07 0.04 0.35 0.319
H 5.9382 0.8361 0.3324 0.16 0.17 0.59 0.341
C 5.3095 -2.7524 -9.9866 0.78 -1.19 -0.13 -1.245
C 5.2247 -2.2859 -8.5265 0.15 0.01 -1.27 -0.072
O 3.8978 -2.6468 -8.1300 -0.59 -0.17 2.26 -0.305
S 3.4389 -2.4467 -6.5069 -0.59 -0.20 -2.13 1.095
C 2.9439 -0.6291 -6.7652 0.02 -1.41 1.92 -0.915
O 2.2268 -3.2761 -6.3508 2.77 1.94 -0.16 -0.562
O 4.6206 -2.6113 -5.6575 -1.99 0.50 -1.19 -0.586
H 4.4081 -2.6135 -10.5834 -0.05 0.32 0.36 0.319
H 5.5375 -3.8179 -10.0153 -0.45 -0.29 0.21 0.308
H 6.1628 -2.3938 -10.5622 0.00 0.78 0.31 0.387
H 5.9750 -2.7540 -7.8893 -0.11 -0.08 -0.05 0.317
H 5.4047 -1.2109 -8.5362 -0.37 0.25 0.47 0.242
H 2.6083 -0.3444 -5.7680 0.08 0.16 0.12 0.382
H 2.0587 -0.5521 -7.3966 0.52 -0.33 -0.38 0.314
H 3.8210 -0.0282 -7.0054 -0.15 -0.31 -0.35 0.320
C -2.7282 -8.2185 -3.8218 -0.70 -1.12 0.16 -1.174
C -2.1542 -7.2597 -2.8334 0.92 0.55 0.36 -0.138
O -2.5537 -7.5649 -1.4263 0.51 0.45 -0.04 -0.312
S -1.5018 -7.2644 -0.1949 0.31 0.17 -0.88 1.134
C -0.4999 -8.7500 -0.3607 -0.69 0.64 -0.47 -0.871
O -0.6963 -6.0842 -0.5592 -1.57 -1.96 0.93 -0.598
O -2.2198 -7.3927 1.0617 0.55 0.68 -1.80 -0.587
H -2.3097 -8.1220 -4.8236 0.03 0.66 0.07 0.372
H -3.8155 -8.1785 -3.8859 0.04 -0.01 -0.01 0.295
H -2.4284 -9.2322 -3.5559 -0.22 -0.16 0.26 0.314
H -1.0758 -7.3514 -2.9635 0.18 0.19 0.58 0.291
H -2.3989 -6.2247 -3.0721 -0.20 -0.05 0.35 0.290
H 0.0646 -8.8470 0.5667 0.29 -0.07 -0.43 0.382
H 0.0249 -8.5974 -1.3038 0.67 -0.06 0.44 0.297
H -1.1684 -9.5908 -0.5458 -0.12 0.11 0.48 0.306
O -4.4597 6.3720 5.8835 1.60 0.41 -4.57 -0.580
C -4.0360 6.6173 4.7283 -0.27 0.99 4.67 0.714
O -2.8797 7.3275 4.5111 -0.15 -0.48 0.44 -0.358
C -2.6865 7.5940 3.1241 0.34 0.20 0.25 -0.292
C -3.9991 7.0563 2.5022 1.69 0.77 -0.31 -0.153
O -4.6614 6.4097 3.5919 -0.57 -0.48 -1.16 -0.311
H -2.3827 8.6293 2.9687 -1.15 0.51 0.27 0.265
H -1.7576 7.1687 2.7442 -0.23 -1.18 0.20 0.214
H -3.6490 6.3822 1.7205 -0.93 -0.38 0.05 0.246
H -4.5870 7.8781 2.0933 -0.33 -0.35 0.13 0.256
O 6.2084 4.7450 8.4837 -2.37 0.17 -0.17 -0.507
C 5.0038 4.7128 8.5453 0.73 0.73 -0.91 0.636
O 4.2992 4.1022 9.5074 -0.23 -0.26 0.95 -0.315
C 2.9477 4.0530 9.1333 -2.13 -0.38 -0.82 -0.329
C 2.7868 5.1022 8.0629 -0.49 -1.06 -0.02 -0.282
O 4.0893 5.2952 7.6438 2.90 0.32 0.04 -0.328
H 2.6518 3.0979 8.6992 0.71 -0.41 0.18 0.252
H 2.1170 4.2765 9.8026 1.00 -0.15 1.39 0.331
H 2.2967 5.9863 8.4704 0.24 0.30 -0.47 0.276
H 2.2462 4.6068 7.2563 -0.37 0.75 -0.17 0.268
O 1.6148 -6.4408 6.5359 -1.24 1.72 -0.29 -0.573
C 1.1064 -5.3400 6.3984 2.93 -3.27 0.14 0.691
O 1.3720 -4.5791 5.3270 -0.41 1.44 0.02 -0.318
C 0.6279 -3.3388 5.4422 -1.14 -0.72 0.26 -0.240
C -0.0672 -3.4940 6.8269 -0.09 0.38 0.12 -0.219
O 0.4002 -4.7411 7.3308 -0.81 0.39 -0.05 -0.328
H 1.1732 -2.4061 5.2976 0.60 -0.49 0.18 0.278
H -0.1440 -3.3938 4.6746 0.08 0.19 -0.10 0.242
H -1.1477 -3.5469 6.6935 0.01 0.02 0.13 0.218
H 0.1667 -2.7775 7.6143 0.06 0.33 -0.44 0.250
O -5.4677 -3.1710 -7.2261 -0.34 1.33 1.03 -0.574
C -5.5623 -2.1361 -6.6021 0.00 -2.35 -1.28 0.727
O -6.5565 -1.7678 -5.8191 -1.20 -1.36 0.77 -0.346
C -6.2967 -0.5144 -5.2412 -2.15 0.99 -0.10 -0.268
C -5.1101 0.0078 -5.9812 0.74 -0.32 0.64 -0.186
O -4.6709 -1.1861 -6.6058 2.66 1.24 -1.20 -0.330
H -7.2059 0.0171 -5.5223 0.08 0.59 0.66 0.240
H -6.1778 -0.5494 -4.1583 -0.01 -0.31 -0.10 0.262
H -4.3524 0.2982 -5.2534 0.18 0.32 -0.41 0.216
H -5.3128 0.7917 -6.7109 0.07 -0.14 -0.01 0.259
O -2.4838 2.4890 -10.8826 2.57 1.00 1.72 -0.533
C -1.6234 3.1229 -10.2911 -2.08 0.96 -1.43 0.684
O -1.8976 4.0230 -9.3002 -2.36 -1.16 -0.52 -0.338
C -0.7950 4.7060 -8.8348 0.56 -0.45 0.91 -0.251
C 0.3122 4.2294 -9.7598 0.02 0.66 0.50 -0.200
O -0.3327 3.2983 -10.6408 0.67 -0.49 0.05 -0.332
H -0.9718 5.7808 -8.7938 -0.03 -0.09 -0.21 0.258
H -0.6131 4.3157 -7.8335 0.11 0.46 0.27 0.207
H 1.0512 3.7695 -9.1038 0.32 -0.34 -0.75 0.237
H 0.7176 5.0995 -10.2761 0.22 -0.54 -0.52 0.269
O -6.4616 -0.2937 5.1390 0.17 0.48 0.58 -0.494
C -7.2258 -0.2756 6.0474 -0.81 -0.82 0.17 0.649
O -7.0053 0.1824 7.3270 0.30 -0.49 -1.89 -0.318
C -8.2000 0.0965 8.0815 -0.42 -0.85 -0.34 -0.268
C -9.1001 -0.9165 7.2388 0.51 1.46 0.33 -0.243
O -8.4953 -0.8214 5.9263 0.59 0.33 1.26 -0.336
H -7.8814 -0.2623 9.0602 -0.49 -0.03 0.02 0.250
H -8.5883 1.1133 8.1399 -0.43 -0.20 0.12 0.254
H -10.1380 -0.5889 7.1797 0.14 0.15 -0.12 0.256
H -9.1190 -1.9385 7.6174 0.49 -0.01 -0.13 0.251
O -1.6933 3.2508 -1.8560 1.17 -2.25 2.66 -0.630
C -1.2216 2.6311 -0.8795 -1.83 3.65 -4.33 0.714
O -0.6346 3.3027 0.1040 0.80 -0.68 0.01 -0.316
C -0.2678 2.3364 1.0615 -1.25 0.02 2.95 -0.325
C -0.5735 0.9485 0.5127 0.97 0.74 -1.32 -0.208
O -1.2305 1.3325 -0.7301 -0.15 -1.42 0.51 -0.291
H 0.6650 2.5619 1.5784 0.28 -0.24 -0.73 0.341
H -1.0288 2.4164 1.8377 0.11 0.47 0.48 0.229
H -1.2468 0.3837 1.1575 0.11 -0.01 -0.31 0.247
H 0.3268 0.3984 0.2393 -0.22 -0.27 0.08 0.236
O -2.1870 0.9481 6.8152 0.32 0.05 -0.06 -0.639
H -2.8198 0.5984 6.1878 -0.25 -0.04 -0.19 0.322
H -2.4988 0.6416 7.6667 -0.10 -0.02 0.23 0.314
O -3.1184 8.4637 -3.4088 0.13 0.17 0.10 -0.642
H -4.0160 8.5905 -3.7161 -0.23 0.08 -0.07 0.322
H -2.9466 7.5323 -3.5472 0.10 -0.27 0.00 0.321


No. 2
104
Properties=species:S:1:pos:R:3:forces:R:3:mulliken_charge:R:1 method="wB97M-V/def2-TZVPD" mol_weight_da=916.04 charge=-1 total_energy_ev=-190614.707
C -3.8379 1.8127 0.1645 0.25 0.22 0.43 -0.750
C -2.6757 2.2055 1.1163 -0.19 -0.03 -0.59 -0.372
C -1.3751 2.5327 0.3431 0.18 -0.11 0.75 -0.169
C -0.4823 1.2955 0.0979 -0.42 -0.49 -0.15 1.358
C -0.7096 0.5304 -1.2255 0.19 0.56 0.03 0.028
C -0.7111 1.3827 -2.5061 -0.23 -0.59 -0.45 0.059
C -1.1390 0.5332 -3.7347 0.98 0.35 0.18 -0.898
C 0.0560 -0.2936 -4.2399 -0.71 -0.50 -0.38 -0.231
C -0.3324 -1.3533 -5.3193 0.61 0.16 0.76 -0.979
C -0.1423 -2.7879 -4.7804 -0.76 0.36 -0.27 -1.033
C -1.2032 -3.1360 -3.7072 0.34 -0.10 -0.07 1.057
C -1.3638 -4.6636 -3.4864 0.66 0.17 0.21 -1.183
C -0.9149 -5.2142 -2.0971 -0.74 -0.36 -0.48 -0.275
C -2.0292 -5.1486 -1.0317 0.01 0.26 0.76 -1.021
C -2.2246 -3.7912 -0.2912 0.26 0.25 -0.59 -1.100
C -0.9606 -3.0903 0.2856 -0.24 -0.39 0.37 0.683
C 0.0293 -4.0200 1.0395 0.47 0.32 0.25 -0.136
C 1.5281 -3.7335 0.7555 -0.38 0.46 0.06 -0.873
B 1.9371 -2.3196 1.4731 -0.39 0.12 -0.13 0.961
O 2.1907 -2.5164 2.9556 0.34 -0.14 0.14 -0.509
C 3.2145 -1.5931 3.2455 -0.32 0.01 0.11 -0.364
C 4.0848 -1.7112 2.0037 0.38 -1.00 -0.39 -0.093
C 5.3833 -0.9045 1.9073 -0.48 0.48 0.27 -0.754
C 5.2666 0.6268 1.7056 0.34 -0.43 -0.42 -0.935
N 3.9510 1.0883 1.2230 0.29 1.17 -0.15 1.048
C 3.3372 2.1110 2.0865 -0.47 -0.24 0.39 -0.519
C 2.2855 2.9728 1.3790 0.38 0.49 0.68 -0.787
C 4.0888 1.5272 -0.1407 0.40 0.79 -0.84 0.022
C 3.5721 0.5219 -1.1469 0.54 0.07 0.14 -0.631
O 4.6138 2.5920 -0.4772 -0.88 -1.39 0.66 -0.657
O 3.1962 -1.6973 0.9008 0.27 0.01 0.87 -0.307
H -4.5238 1.1260 0.6751 -0.03 0.20 -0.25 0.328
H -3.4603 1.3283 -0.7430 -0.10 0.00 0.17 0.182
H -4.3714 2.7267 -0.1317 -0.02 -0.46 -0.02 0.065
H -2.9870 3.0899 1.6915 0.05 -0.23 -0.03 0.239
H -2.5043 1.3879 1.8309 0.13 0.26 -0.13 0.347
H -1.6384 3.0596 -0.5813 0.15 -0.05 0.10 -0.057
H -0.7964 3.2376 0.9590 -0.07 -0.05 -0.21 0.321
H -0.7012 0.5756 0.9068 0.33 0.22 -0.20 0.312
H 0.5898 1.5262 0.2027 -0.91 -0.27 -0.45 -2.160
H 0.1193 -0.1909 -1.3111 -0.51 -0.10 0.10 -0.189
H -1.6705 -0.0029 -1.1702 0.30 -0.10 -0.03 0.083
H -1.3920 2.2413 -2.4526 0.23 -0.08 0.24 0.338
H 0.3098 1.7392 -2.7272 -0.29 0.20 0.24 -0.216
H -1.9446 -0.1607 -3.4619 -0.09 0.31 -0.14 0.334
H -1.4455 1.2289 -4.5304 -0.26 -0.39 0.09 0.379
H 0.8016 0.3732 -4.6829 0.10 0.00 0.42 0.550
H 0.4615 -0.8383 -3.3766 0.31 0.31 -0.22 -0.024
H 0.3204 -1.2053 -6.1929 -0.41 -0.09 0.05 0.288
H -1.3848 -1.1857 -5.5852 0.22 -0.17 -0.28 0.403
H -0.2559 -3.4815 -5.6289 0.20 0.01 0.27 0.524
H 0.8688 -2.8702 -4.3522 -0.22 -0.21 -0.24 0.255
H -0.8882 -2.6698 -2.7716 -0.17 0.08 0.12 -0.788
H -2.1528 -2.6635 -3.9979 0.12 -0.19 0.07 0.418
H -0.7233 -5.1476 -4.2427 -0.35 -0.02 0.13 0.482
H -2.4045 -4.9659 -3.6790 0.30 -0.03 0.05 0.301
H 0.0155 -4.7540 -1.7513 -0.14 0.17 -0.02 0.009
H -0.6723 -6.2804 -2.2600 -0.08 0.31 0.14 0.398
H -1.8610 -5.9123 -0.2546 0.11 0.12 -0.34 0.323
H -2.9943 -5.4138 -1.4987 0.29 0.03 0.06 0.561
H -2.9483 -3.9138 0.5315 0.15 -0.19 -0.29 0.474
H -2.6993 -3.1007 -1.0121 0.07 -0.04 0.29 0.254
H -1.3255 -2.3498 1.0153 0.12 -0.04 -0.36 0.409
H -0.4236 -2.5017 -0.4686 -0.08 -0.27 -0.06 -0.636
H -0.2292 -5.0820 0.9242 -0.01 0.20 -0.10 0.366
H -0.0477 -3.7806 2.1102 -0.36 -0.34 -0.05 -0.292
H 1.7380 -3.6348 -0.3227 -0.11 -0.24 0.08 0.044
H 2.1390 -4.5501 1.1713 -0.01 0.11 -0.19 0.363
H 1.0117 -1.4860 1.4281 -0.07 0.08 -0.41 -0.457
H 2.7578 -0.5978 3.4091 0.34 0.04 -0.23 -0.006
H 3.7813 -1.8521 4.1572 -0.21 -0.14 -0.15 0.276
H 4.4421 -2.7669 2.0529 0.15 0.26 0.32 0.148
H 5.9007 -1.0548 2.8702 0.02 -0.19 -0.36 0.335
H 6.0003 -1.3484 1.1148 -0.12 0.13 0.14 0.398
H 5.5468 1.1745 2.6180 -0.31 -0.18 -0.14 0.400
H 6.0302 0.9131 0.9609 -0.12 0.07 0.29 0.291
H 2.8229 1.5707 2.8993 0.25 0.03 -0.21 0.221
H 4.0837 2.7554 2.5870 -0.06 -0.02 -0.34 0.361
H 2.7893 3.7024 0.7393 -0.32 -0.20 -0.14 0.229
H 1.7507 3.5489 2.1518 0.09 -0.18 -0.21 0.515
H 1.5354 2.3862 0.8373 0.81 0.49 0.30 0.206
H 2.5993 0.1352 -0.8366 0.09 0.05 0.01 -0.171
H 4.2471 -0.3503 -1.0911 -0.31 0.17 0.00 0.297
H 3.5834 0.9316 -2.1610 -0.04 0.01 0.20 0.406
C -0.0431 -3.4184 5.3443 0.15 0.03 -0.21 0.660
Cl -0.6485 -4.9398 6.0197 -0.01 -0.02 0.01 -0.172
Cl -1.3595 -2.4576 4.6820 -0.05 0.01 0.00 -0.148
Cl 0.8447 -2.5080 6.5696 0.00 -0.01 0.00 -0.172
H 0.6415 -3.6451 4.5318 0.09 0.12 -0.03 -0.191
C -5.1687 6.0315 -0.1232 0.09 -0.08 0.02 -0.131
Cl -3.8561 5.2423 -0.9919 0.03 0.15 -0.05 -0.062
Cl -6.7299 5.3451 -0.5836 -0.01 0.02 -0.01 -0.138
Cl -4.9275 5.9065 1.6220 -0.06 0.08 -0.25 -0.058
H -5.1712 7.0797 -0.3912 -0.01 -0.01 0.01 0.382
C 2.6992 5.8159 -1.8679 0.04 -0.13 0.06 -0.034
Cl 1.8465 4.2899 -2.0245 -0.11 -0.01 -0.08 0.022
Cl 2.6808 6.7170 -3.3904 0.01 0.01 0.00 -0.157
Cl 2.0171 6.7902 -0.5609 0.01 0.01 0.00 -0.147
H 3.7301 5.5967 -1.6197 0.00 0.00 0.01 0.278
C -6.5954 6.0567 5.5130 0.01 -0.04 -0.02 0.055
Cl -5.2994 5.2344 4.6484 0.00 -0.06 0.27 -0.080
Cl -8.1669 5.3820 5.0782 0.01 0.02 0.00 -0.122
Cl -6.3406 5.9790 7.2582 0.00 0.02 -0.02 -0.129
H -6.5861 7.0982 5.2197 0.00 -0.01 0.01 0.269